No. 1
Here is a molecular structure, C5H8INS3 in a non-equilibrium geometry from the Open Molecules 2025 dataset. Energies are from ωB97M-V/def2-TZVPD.

Geometry as XYZ:
```
18
Properties=species:S:1:pos:R:3
C -0.921 0.279 -1.782
C -1.101 -1.130 0.197
C 0.345 -1.572 0.467
C 1.050 1.209 -0.450
C -0.343 1.452 -1.029
N -1.389 -0.810 -1.191
S -1.194 0.534 -3.371
S 1.133 0.052 1.041
S -1.431 2.161 0.355
I -2.113 -2.354 -2.470
H -1.855 -1.941 0.477
H -1.460 -0.130 0.608
H 0.365 -2.118 1.376
H 0.667 -1.938 -0.463
H 1.522 0.898 -1.327
H 1.636 1.991 0.091
H -0.213 2.093 -1.863
H -0.428 2.729 1.069
```

Properties
E_HOMO = -0.30231 Eh
HOMO-LUMO gap = 7.3 eV
Lowest unoccupied orbital energy = -0.94 eV
Total charge = 0

Atomic partial charges in e from the Mulliken method, atoms 1 to 4: C 0.590; C -0.307; C -0.806; C -0.920

No. 2
Here is a molecular structure, C5H8LiO3Tl in a non-equilibrium geometry from the Open Molecules 2025 dataset. Energies are from ωB97M-V/def2-TZVPD.

Geometry as XYZ:
```
18
Properties=species:S:1:pos:R:3
C 0.661 1.818 -3.126
C 1.360 2.661 -2.363
H 1.104 0.892 -3.513
H -0.362 2.076 -3.441
H 1.543 3.736 -2.272
Tl 1.742 1.568 -0.487
O -0.127 -1.516 0.832
Li 0.031 -3.614 0.480
O 1.179 -2.475 -0.597
C 0.848 -1.396 -0.093
O 1.233 -0.244 -0.421
C -0.639 -0.364 1.530
C -1.727 -0.820 2.470
H 0.191 0.102 2.078
H -1.028 0.344 0.786
H -1.329 -1.505 3.231
H -2.142 0.059 2.980
H -2.537 -1.321 1.924
```

Properties
E_HOMO (alpha / beta) = -0.80552 / -0.80519 Eh
HOMO-LUMO gap (alpha / beta) = 5.0 / 4.3 eV
Expectation value of S² = 0.757
Spin multiplicity = 2
Lowest unoccupied orbital energy (alpha / beta) = -16.88 / -17.58 eV
Total charge = +3

Atomic partial charges in e from the Mulliken method, atoms 1 to 4: C -0.368; C -0.082; H 0.430; H 0.363

How do the records compare in molecular weight? In the order shown, they have 305.2 327.4 g/mol.